No. 1
Density functional theory data (ωB97M-V with the def2-TZVPD basis set) for the molecule C6H10O.

XYZ file:
```
17
Properties=species:S:1:pos:R:3
C -0.944 -1.810 0.398
C 0.077 -1.196 -0.556
C 0.679 0.103 -0.089
C 1.483 0.918 -1.061
O -1.421 1.851 0.621
C 0.429 0.572 1.122
C -0.512 1.369 1.556
H -1.298 -2.768 0.008
H -1.810 -1.153 0.534
H -0.508 -1.980 1.386
H -0.402 -0.996 -1.525
H 0.895 -1.897 -0.763
H 1.636 1.932 -0.677
H 2.458 0.465 -1.255
H 0.949 0.985 -2.017
H -0.962 1.885 -0.229
H -0.748 1.721 2.546
```

Summary:
Electronic energy ... -8429.11771 eV
LUMO level ... 0.861 eV
Energy relative to the best compared isomer or geometry (same formula, charge and spin) ... 48.9 kcal/mol

No. 2
Density functional theory data (ωB97M-V with the def2-TZVPD basis set) for a cluster of 2 separate species, C23H44ClN2O6 in total.

XYZ file:
```
76
Properties=species:S:1:pos:R:3
C -1.126 -8.928 2.445
O -0.728 -7.581 2.362
C -1.750 -6.678 2.011
C -1.470 -5.307 2.606
C -2.231 -4.227 1.831
C -2.198 -2.848 2.514
C -1.350 -1.801 1.762
C -1.985 -0.405 1.816
C -1.000 0.742 1.563
C -1.059 1.334 0.155
C -0.226 2.629 0.075
C 0.293 2.969 -1.334
C 1.815 3.161 -1.389
C 2.491 2.607 -2.648
C 4.023 2.558 -2.450
C 4.544 3.657 -1.511
C 4.752 3.258 -0.041
C 6.231 3.061 0.286
C 6.392 2.580 1.733
Cl 7.725 1.418 1.887
N 3.638 4.851 -1.663
C 2.201 4.623 -1.238
O 1.491 5.492 -2.081
N 0.604 6.418 -1.309
O 0.922 7.502 -1.468
H -2.168 -9.031 2.751
H -0.498 -9.422 3.184
H -0.990 -9.449 1.493
H -1.817 -6.571 0.921
H -2.727 -7.025 2.363
H -0.394 -5.132 2.558
H -1.777 -5.285 3.652
H -1.846 -4.180 0.814
H -3.263 -4.569 1.758
H -3.219 -2.480 2.612
H -1.769 -2.971 3.508
H -1.228 -2.124 0.728
H -0.378 -1.720 2.249
H -2.376 -0.290 2.830
H -2.848 -0.349 1.150
H 0.020 0.422 1.781
H -1.236 1.559 2.250
H -0.710 0.613 -0.585
H -2.099 1.591 -0.054
H -0.864 3.434 0.438
H 0.590 2.538 0.796
H -0.201 3.883 -1.656
H -0.003 2.213 -2.059
H 2.237 2.595 -0.558
H 2.144 1.593 -2.827
H 2.223 3.199 -3.524
H 4.502 2.684 -3.421
H 4.321 1.590 -2.058
H 5.513 3.980 -1.892
H 4.286 3.984 0.631
H 4.243 2.310 0.132
H 6.758 4.006 0.170
H 6.638 2.297 -0.372
H 6.569 3.405 2.415
H 5.497 2.052 2.054
H 4.019 5.683 -1.215
H 3.587 5.061 -2.662
H 2.100 4.955 -0.203
C -6.261 -0.273 -2.543
C -5.163 -0.855 -1.690
C -3.885 -1.198 -2.429
O -3.374 -2.299 -1.669
C -4.426 -2.906 -1.058
O -4.373 -3.951 -0.504
O -5.538 -2.142 -1.171
H -6.628 -1.018 -3.249
H -7.103 0.043 -1.928
H -5.896 0.593 -3.096
H -4.951 -0.204 -0.836
H -3.161 -0.387 -2.441
H -4.074 -1.534 -3.452
```

Summary:
Total charge ... +1
Electronic energy ... -52342.89978 eV
LUMO level ... -4.193 eV

No. 3
Density functional theory data (ωB97M-V with the def2-TZVPD basis set) for a structure of composition C30H50BN16PSn.

XYZ file:
```
99
Properties=species:S:1:pos:R:3
Sn 1.124 -1.070 -1.559
C 2.712 -2.432 -5.251
C 2.240 -1.417 -4.476
N 2.047 -1.853 -3.231
N 2.361 -3.135 -3.180
C 2.789 -3.491 -4.386
B 2.137 -3.964 -1.814
N 2.727 -3.238 -0.531
C 3.071 -3.752 0.659
C 3.439 -2.703 1.507
C 3.213 -1.566 0.769
N 2.833 -1.879 -0.486
N 0.497 -3.902 -1.504
C -0.498 -4.791 -1.374
C -1.574 -4.221 -0.739
C -1.172 -2.917 -0.527
N 0.087 -2.755 -0.950
N 2.709 -5.281 -1.955
C 3.939 -5.798 -1.737
C 3.938 -7.021 -2.305
C 2.640 -7.171 -2.853
N 1.888 -6.111 -2.680
H 3.089 -2.454 -6.261
H 2.042 -0.381 -4.673
H 3.060 -4.502 -4.547
H 3.009 -4.833 0.874
H 3.927 -2.794 2.477
H 3.295 -0.541 1.050
H -0.322 -5.802 -1.730
H -2.574 -4.566 -0.612
H -1.808 -2.166 -0.038
H 4.764 -5.288 -1.266
H 4.817 -7.646 -2.255
H 2.351 -8.057 -3.337
N -2.281 0.352 -3.843
C -2.104 -1.006 -4.153
C -0.984 -1.384 -3.491
N -0.468 -0.280 -2.772
C -1.298 0.747 -2.974
H -3.030 0.968 -4.204
H -2.720 -1.532 -4.909
H -0.531 -2.385 -3.522
H -1.243 1.759 -2.570
N -0.830 2.653 0.405
P -1.391 1.889 1.655
N -2.847 1.215 1.473
C -3.970 1.128 2.474
C -5.297 1.365 1.735
C -5.488 0.227 0.715
C -4.188 -0.149 0.018
C -3.235 1.009 0.063
N -0.634 1.140 2.904
C 0.832 1.388 3.161
C 1.163 1.293 4.627
C 0.701 -0.140 5.080
C -0.711 -0.501 4.680
C -0.891 -0.331 3.173
N -1.328 3.592 1.672
C -2.594 4.241 1.275
C -2.373 5.487 0.453
C -1.554 6.578 1.265
C -0.994 5.923 2.532
C -0.309 4.604 2.140
H -3.764 1.820 3.303
H -3.973 0.129 2.867
H -5.230 2.379 1.244
H -6.128 1.530 2.472
H -6.138 0.600 -0.106
H -6.039 -0.624 1.158
H -4.402 -0.438 -1.016
H -3.649 -0.945 0.540
H -3.718 1.947 -0.365
H -2.354 0.766 -0.519
H 1.034 2.388 2.738
H 1.352 0.673 2.491
H 0.667 2.080 5.171
H 2.243 1.451 4.752
H 0.798 -0.307 6.150
H 1.345 -0.916 4.645
H -1.482 0.203 5.117
H -0.903 -1.517 4.920
H -1.841 -0.634 2.784
H -0.112 -0.902 2.622
H -3.029 4.354 2.264
H -3.228 3.622 0.691
H -3.383 5.801 0.149
H -1.841 5.112 -0.446
H -2.209 7.445 1.360
H -0.738 6.938 0.656
H -1.728 5.822 3.301
H -0.176 6.464 3.045
H 0.313 4.193 2.900
H 0.263 4.801 1.230
N 6.950 3.945 -2.120
N 5.923 4.493 -2.892
H 7.693 3.486 -2.713
H 7.343 4.691 -1.491
H 6.253 5.138 -3.584
H 5.687 3.664 -3.455
```

Summary:
Total charge ... +3
Spin multiplicity ... 2
Electronic energy ... -71533.30083 eV
LUMO level (alpha / beta) ... -7.321 / -10.227 eV
Energy relative to the best compared isomer or geometry (same formula, charge and spin) ... 65.3 kcal/mol

No. 4
Density functional theory data (ωB97M-V with the def2-TZVPD basis set) for the ion C6H17N5 with charge +2.

XYZ file:
```
28
Properties=species:S:1:pos:R:3
C -2.269 -1.121 -0.731
C -2.047 -0.595 -2.160
C 0.435 0.740 1.148
C -0.130 -0.272 0.091
C 1.948 0.833 1.384
C -0.005 0.016 2.398
N -1.558 -0.330 0.202
N -0.596 -0.651 -2.456
N 2.609 1.786 1.880
N 1.569 0.002 -1.690
N 0.200 0.166 -1.557
H -3.346 -1.069 -0.352
H -2.012 -2.174 -0.790
H -2.746 -1.209 -2.724
H -2.226 0.446 -2.206
H -0.079 1.773 1.105
H 0.273 -1.292 0.023
H 2.495 -0.053 1.129
H 0.353 0.767 3.233
H 0.816 -0.854 2.451
H -1.013 -0.352 2.447
H -2.047 0.396 0.680
H -0.244 -1.655 -2.332
H 3.608 1.821 1.904
H 2.260 2.603 2.325
H 1.928 -0.102 -2.626
H 1.940 -0.732 -1.123
H -0.119 1.111 -1.656
```

Summary:
Total charge ... +2
Electronic energy ... -13927.97543 eV
LUMO level ... -8.385 eV
Energy relative to the best compared isomer or geometry (same formula, charge and spin) ... 105.5 kcal/mol

No. 5
Density functional theory data (ωB97M-V with the def2-TZVPD basis set) for a cluster of 2 separate species, CH2Cl2FN in total.

XYZ file:
```
7
Properties=species:S:1:pos:R:3
C 0.630 -0.185 0.219
N -0.236 0.682 -0.314
F -0.785 -2.117 0.520
Cl -1.201 1.521 0.710
Cl -0.785 0.654 -1.919
H 1.399 -0.622 -0.456
H 0.977 0.067 1.241
```

Summary:
Electronic energy ... -30316.54669 eV
LUMO level (alpha / beta) ... -1.195 / -1.194 eV
Energy relative to the best compared isomer or geometry (same formula, charge and spin) ... 116.5 kcal/mol

| no. | largest force on an atom (Eh/bohr) |
| --- | --- |
| 1 | 0.016 |
| 2 | 0.018 |
| 3 | 0.054 |
| 4 | 0.105 |
| 5 | 0.048 |